This record from the Open Molecules 2025 dataset describes a structure of composition C38H78IN8O8. The level of theory is the ωB97M-V functional and the def2-TZVPD basis.

The molar mass comes out at 902.0 g/mol. The calculation puts the HOMO energy at -10.38 eV. The total charge is +1. As for the spin multiplicity: 1. The total energy comes out at -77067.3336 eV. For the LUMO energy, the calculation gives -0.1321 Ha.

Positions of all 133 atoms, in Å:
C1 -6.267287 0.690954 -1.055200
C2 -5.862229 1.450291 -2.324252
N1 -4.698843 2.359241 -2.156292
C3 -3.523515 1.760025 -1.818593
N2 -3.063960 1.816110 -0.631003
C4 -1.745751 1.191719 -0.335298
N3 -1.200946 2.113017 0.665568
C5 -1.727247 1.801279 1.987137
C6 -1.997405 3.009675 2.867124
O1 -1.950389 0.720198 2.346340
C7 0.236223 2.265331 0.654873
C8 0.986201 1.732492 1.881307
O2 0.815235 2.811310 -0.204390
C9 -1.174857 1.149953 -1.781315
C10 -0.282549 -0.033598 -2.237489
C11 1.227330 0.323642 -2.480786
C12 2.130450 -0.725924 -1.812130
C13 2.252169 -0.387157 -0.316131
C14 3.488153 -0.964206 0.398609
C15 3.216578 -2.189453 1.307613
C16 1.991351 -3.054024 0.907958
C17 0.818786 -2.878291 1.905767
C18 0.288166 -4.252649 2.371749
C19 1.300653 -4.998565 3.273667
C20 0.783106 -5.287083 4.695955
C21 -0.176916 -6.476519 4.740484
O3 -1.298828 -6.325089 3.869630
C22 -1.299569 -7.290312 2.835082
C23 -2.498319 0.957438 -2.605045
I1 -3.382478 -1.040817 -2.503528
H1 -6.789236 -0.212056 -1.366425
H2 -5.438140 0.483191 -0.377663
H3 -6.990392 1.292170 -0.502092
H4 -5.696612 0.774895 -3.168111
H5 -6.713730 2.063435 -2.619661
H6 -4.583637 3.011170 -2.933925
H7 -3.621955 2.315830 0.059897
H8 -1.840749 0.139914 -0.049235
H9 -2.973079 3.422496 2.599276
H10 -1.953216 2.692900 3.903814
H11 -1.256524 3.777922 2.635154
H12 0.731436 2.373168 2.733616
H13 2.044066 1.896888 1.701667
H14 0.789890 0.679376 2.073582
H15 -0.705078 2.082554 -2.099999
H16 -0.614111 -0.454656 -3.183114
H17 -0.263703 -0.850472 -1.510980
H18 1.423531 0.247793 -3.555691
H19 1.471718 1.348514 -2.200140
H20 1.687405 -1.719407 -1.935916
H21 3.134429 -0.754496 -2.239671
H22 2.328737 0.700680 -0.264986
H23 1.316900 -0.627000 0.207598
H24 4.285121 -1.115770 -0.329716
H25 3.859787 -0.170042 1.059144
H26 4.094720 -2.839493 1.223076
H27 3.187926 -1.898285 2.356288
H28 1.689249 -2.933227 -0.132226
H29 2.310382 -4.094090 1.012162
H30 -0.020644 -2.293938 1.505984
H31 1.146295 -2.377845 2.822932
H32 0.131462 -4.852093 1.466840
H33 -0.667027 -4.166821 2.889627
H34 1.499428 -5.979230 2.823940
H35 2.260185 -4.477491 3.317238
H36 0.359389 -4.380286 5.126557
H37 1.652128 -5.574233 5.295594
H38 0.393320 -7.383449 4.512353
H39 -0.582126 -6.560715 5.755223
H40 -2.246590 -7.187948 2.301031
H41 -1.261243 -8.304214 3.248041
H42 -0.494814 -7.127015 2.108661
H43 -2.392962 1.164346 -3.663110
C24 -0.042825 -1.009750 6.670538
C25 0.655849 -2.189765 7.303112
O4 1.466058 -2.866845 6.688918
N4 0.353582 -2.483475 8.594091
C26 -0.573957 -1.803618 9.479894
H44 0.302610 -0.906587 5.645210
H45 -1.122438 -1.166906 6.659833
H46 0.193004 -0.092331 7.211992
H47 0.855907 -3.281882 8.950858
H48 -0.032709 -1.443558 10.356208
H49 -1.338104 -2.509981 9.807898
H50 -1.053321 -0.963992 8.987874
C27 -4.121870 6.938115 -3.984896
C28 -3.460640 5.642893 -3.596096
O5 -3.708682 4.589225 -4.179412
N5 -2.571496 5.669297 -2.573983
C29 -2.153990 6.808446 -1.773332
H51 -4.800155 6.752976 -4.812619
H52 -4.695456 7.337913 -3.147900
H53 -3.375004 7.665772 -4.303873
H54 -2.164458 4.769940 -2.369529
H55 -1.076254 6.939525 -1.875505
H56 -2.384719 6.611837 -0.725351
H57 -2.654878 7.718632 -2.083502
C30 5.103663 3.182995 -1.434453
C31 5.787243 1.879710 -1.100054
O6 5.546610 0.847067 -1.710339
N6 6.691850 1.881718 -0.088841
C32 7.109954 2.995430 0.744498
H58 4.415384 3.017123 -2.258737
H59 4.536996 3.547699 -0.576193
H60 5.837010 3.931066 -1.738886
H61 7.108273 0.978151 0.078479
H62 8.185180 3.140660 0.633287
H63 6.895843 2.760430 1.788279
H64 6.596909 3.911878 0.472896
C33 -9.138886 -1.353317 -3.423757
C34 -9.312874 0.058950 -3.923976
O7 -9.652598 0.970966 -3.183674
N7 -9.073815 0.301116 -5.239538
C35 -8.666696 -0.638818 -6.269288
H65 -9.362114 -1.386215 -2.360975
H66 -9.816941 -2.032893 -3.940614
H67 -8.104805 -1.669552 -3.576371
H68 -9.207157 1.266301 -5.499786
H69 -7.714769 -0.314810 -6.693545
H70 -9.416153 -0.647657 -7.061692
H71 -8.556746 -1.642609 -5.872661
C36 9.691526 -1.744078 -3.518007
C37 10.224192 -0.407847 -3.977209
O8 11.405855 -0.232626 -4.224139
N8 9.334211 0.613313 -4.109889
C38 7.902381 0.598461 -3.863938
H72 10.515715 -2.449224 -3.461428
H73 9.240576 -1.655325 -2.528450
H74 8.955402 -2.125210 -4.227120
H75 9.757534 1.474114 -4.419836
H76 7.384366 0.871488 -4.785579
H77 7.669947 1.337895 -3.098876
H78 7.555632 -0.374189 -3.534061

Cartesian forces, eV/Å:
-0.218 0.702 -0.248
-0.654 -0.103 -0.175
-0.462 0.260 0.191
1.213 -0.621 -1.372
-0.739 -0.017 1.518
0.000 1.072 -1.312
0.412 -1.082 -0.309
0.454 3.335 0.144
0.642 -0.075 -0.827
-0.876 -3.474 0.517
0.012 -1.055 2.752
-0.143 0.714 -0.330
0.533 1.093 -2.386
-0.686 -1.597 -1.313
1.915 0.617 0.689
-0.164 -0.917 -0.728
-0.107 0.554 0.775
0.316 0.236 -0.209
-0.556 0.398 0.818
0.592 -0.471 -1.386
0.240 0.081 1.411
-0.454 -0.616 0.168
0.386 0.164 -0.360
-0.525 -0.496 0.006
0.311 -0.170 -0.587
-0.041 0.711 0.407
0.393 -0.406 -0.136
-0.544 0.194 -0.061
-0.367 0.801 0.523
0.289 0.113 -0.053
0.205 -0.182 0.244
-0.004 -0.356 -0.184
0.070 -0.013 0.061
0.138 -0.069 0.153
0.178 0.189 0.004
0.116 -0.174 -0.281
0.224 -0.178 0.083
-0.299 0.259 0.657
-0.025 -0.053 0.168
-0.158 0.147 0.040
-0.098 0.096 0.233
-0.155 -0.373 0.127
0.038 -0.139 -0.093
-0.140 0.089 0.165
-0.236 0.151 0.215
-0.433 0.078 0.121
-0.469 0.086 0.057
-0.179 0.231 0.007
0.076 -0.115 0.259
0.095 0.010 -0.182
-0.092 0.172 -0.113
0.082 0.033 -0.080
0.113 -0.178 0.038
-0.095 -0.235 -0.017
0.142 -0.054 -0.131
0.014 0.108 0.127
-0.316 0.038 -0.009
-0.001 0.162 0.067
-0.056 0.001 -0.176
0.161 0.043 -0.125
0.139 0.241 -0.195
-0.280 0.034 0.100
0.032 0.059 -0.076
0.240 0.105 -0.021
-0.086 0.100 0.031
-0.057 -0.100 0.095
-0.143 0.161 0.237
-0.195 -0.053 -0.080
0.111 -0.163 -0.032
0.037 0.021 0.038
0.163 0.017 -0.106
0.098 -0.118 0.155
-0.140 0.180 0.009
-0.003 0.025 -0.057
0.217 -0.230 0.020
-0.047 0.179 -0.036
-0.094 0.205 -0.205
0.277 -0.404 0.122
0.058 -0.103 0.032
-0.008 0.117 0.066
-0.137 0.011 0.024
-0.020 0.022 0.012
-0.148 0.120 0.035
-0.110 0.152 0.050
0.036 -0.023 -0.044
-0.036 -0.052 -0.096
0.030 -0.068 -0.053
-0.070 -0.248 0.313
-0.288 0.090 -0.153
0.207 -0.420 0.076
0.043 -0.086 0.019
0.081 0.110 -0.010
-0.051 0.080 0.100
0.107 0.070 0.003
-0.025 0.166 0.054
0.006 0.181 0.027
-0.030 -0.050 -0.043
-0.040 -0.026 -0.044
-0.003 -0.245 0.019
-0.153 0.041 -0.014
-0.185 0.167 -0.149
0.178 -0.446 0.038
0.044 -0.098 0.016
0.075 0.121 -0.014
-0.054 0.081 0.105
0.014 0.034 0.017
-0.023 0.173 0.073
0.019 0.180 0.038
-0.022 -0.042 -0.047
0.052 0.012 0.029
-0.177 0.352 0.056
0.182 -0.088 0.073
0.106 -0.255 0.192
-0.099 0.476 -0.070
-0.032 0.122 -0.030
0.133 -0.077 -0.044
-0.072 -0.184 -0.071
-0.041 -0.036 -0.025
0.020 -0.176 -0.077
0.074 -0.172 -0.059
-0.026 0.032 0.048
0.036 -0.035 0.005
0.252 0.136 -0.094
-0.063 -0.065 0.044
-0.029 -0.321 0.089
0.402 0.464 -0.241
0.052 0.096 -0.037
-0.126 -0.052 -0.064
-0.092 -0.004 0.113
-0.018 -0.023 -0.007
-0.200 -0.081 0.091
-0.215 -0.118 0.033
0.051 0.014 0.035